[1]
Formula: C4H15NO2
Source: the OMol25 dataset
Level of theory: ωB97M-V/def2-TZVPD

ORCA input file:
```
! RIJCOSX wB97M-V def2-TZVPD def2/J DEFGRID3
* xyz 0 1
C 0.78 -0.17 1.92
C -0.57 0.39 1.58
C -1.19 -0.10 0.34
N -0.30 0.50 -0.87
C -1.10 0.23 -2.13
H 0.78 -1.27 1.96
H 1.04 0.16 2.90
H 1.54 0.13 1.30
H -0.36 1.46 1.41
H -1.26 0.36 2.40
H -2.10 0.42 0.20
H -1.22 -1.18 0.24
H 0.53 -0.08 -0.91
H -1.99 0.86 -2.28
H -1.36 -0.87 -2.24
H -0.51 0.41 -3.02
H 0.27 2.05 -0.63
H 0.24 3.65 -0.29
O 0.81 2.91 -0.47
H 2.32 -3.52 0.16
H 2.05 -3.15 -1.24
O 1.63 -3.17 -0.34
*
```

Total energy in eV: -9975.4533
SMILES: CCCNC.O.O
HOMO-LUMO gap in eV: 10.2

---

[2]
Formula: C4H15NO2
Source: the OMol25 dataset
Level of theory: ωB97M-V/def2-TZVPD

ORCA input file:
```
! RIJCOSX wB97M-V def2-TZVPD def2/J DEFGRID3
* xyz 0 1
C 2.14 0.52 0.33
C 1.15 -0.19 1.26
N 0.29 -1.06 0.46
C -0.40 -2.05 1.24
C -0.78 -3.24 0.33
H 1.62 1.35 -0.14
H 3.02 0.92 0.74
H 2.45 -0.22 -0.41
H 0.64 0.51 1.92
H 1.72 -0.79 1.99
H 0.91 -1.38 -0.26
H -1.38 -1.69 1.57
H 0.21 -2.42 2.07
H 0.04 -3.47 -0.34
H -1.44 -2.77 -0.42
H -1.47 -3.95 0.77
H -0.96 4.63 -2.05
H 0.19 5.48 -1.36
O -0.48 4.80 -1.23
H -2.76 1.22 -1.68
H -1.91 2.08 -2.28
O -2.78 1.72 -2.52
*
```

Total energy in eV: -9975.2393
SMILES: CCNCC.O.O
HOMO-LUMO gap in eV: 9.5

---

E_HOMO
In order: -0.353, -0.326
Unit: Eh
Max |F|
In order: 3.8, 2.9
Unit: eV Å⁻¹
LUMO
In order: 0.0214, 0.0238
Unit: Eh